(one)
{"formula": "H5N3O", "method": "ωB97M-V with the def2-TZVPD basis set", "homo_energy_ev": -9.2, "orbital_gap_ev": 9.06, "species": ["H", "H", "H", "H", "H", "N", "N", "N", "O"], "xyz": [[-0.395, -1.349, -0.006], [-0.055, 2.864, -1.710], [-0.880, 2.236, -0.455], [1.413, 0.772, -0.866], [0.328, 0.835, -2.271], [-0.033, -1.993, 0.733], [0.036, 2.285, -0.871], [0.432, 0.932, -1.232], [-0.431, -1.741, 1.862]]}

---

(two)
{"formula": "H5N3O", "method": "ωB97M-V with the def2-TZVPD basis set", "homo_energy_ev": -9.0, "orbital_gap_ev": 10.15, "species": ["N", "N", "N", "O", "H", "H", "H", "H", "H"], "xyz": [[1.005, -1.381, -1.735], [-0.190, 1.309, 1.930], [-0.186, -1.312, -1.845], [-0.374, 0.581, 0.698], [0.483, 0.315, 0.317], [1.444, -1.870, -2.590], [-0.700, 0.903, 2.763], [-0.821, 2.065, 1.529], [-0.660, -0.611, -1.067]]}

---

Which is less stable than every other structure shown? (two) is.